DFT (ωB97M-V with the def2-TZVPD basis set) results for C24H24F6N11O5S3W as an isolated structure.

Electronic energy: -3767.47430 a.u.
E_HOMO (alpha / beta): -14.42 / -14.42 eV
Charge: +3
Orbital gap (alpha / beta): 3.58 / 3.58 eV

Each line ends with the Mulliken charge.
Element x y z (Å)
W -1.292 1.954 0.153  2.058
N 0.993 2.503 3.736  0.151
C 1.038 2.146 2.462  -0.405
N -0.214 2.129 1.992  0.169
C -0.969 2.517 3.079  0.496
N -0.261 2.745 4.146  -0.628
C -2.403 2.673 2.906  0.273
C -3.277 3.122 3.887  -0.621
N -4.566 3.284 3.633  -0.432
C -4.995 3.006 2.415  -0.465
C -4.143 2.547 1.414  -0.193
N -2.840 2.373 1.660  0.361
H 1.764 2.610 4.385  0.241
H 1.939 1.904 1.923  0.559
H -2.919 3.354 4.883  0.516
H -6.048 3.154 2.207  0.422
H -4.503 2.338 0.416  0.372
F -4.869 3.284 -3.236  -0.153
C -3.647 3.185 -3.692  0.604
F -3.427 1.990 -4.211  -0.167
F -3.360 4.134 -4.542  -0.144
S -2.412 3.343 -2.292  0.908
O -2.694 2.145 -1.337  -0.749
O -1.113 3.201 -2.863  -0.555
N -2.791 4.640 -1.542  -0.490
S -1.936 5.073 -0.282  1.175
O -0.889 3.992 -0.030  -0.829
O -2.728 5.416 0.838  -0.630
C -0.925 6.545 -0.844  0.614
F -0.216 6.178 -1.887  -0.162
F -1.774 7.492 -1.145  -0.138
F -0.150 6.886 0.161  -0.154
S 0.788 1.310 -0.677  -0.533
C 0.696 0.119 -1.963  0.408
N 1.670 -0.733 -2.163  -0.010
C 1.350 -1.652 -3.270  -0.522
C 0.095 -0.997 -3.881  -0.614
N -0.282 -0.010 -2.844  0.151
H 2.391 -0.914 -1.479  0.283
H 1.146 -2.641 -2.861  0.266
H 2.180 -1.709 -3.969  0.407
H -0.712 -1.708 -4.037  0.362
H 0.309 -0.480 -4.815  0.356
H -0.922 0.749 -3.021  0.039
C 7.371 -5.138 0.012  -1.368
C 5.930 -4.849 0.285  0.641
C 5.422 -3.552 0.222  -0.870
C 4.091 -3.273 0.491  -0.391
C 3.241 -4.324 0.828  0.844
N 1.865 -4.142 1.147  -0.100
C 1.082 -3.091 0.844  0.420
O 1.424 -2.079 0.245  -0.410
N -0.259 -3.247 1.263  -0.168
C -1.252 -2.350 0.910  -0.159
C -2.550 -2.767 0.611  -0.392
C -3.489 -1.839 0.199  -1.166
C -3.127 -0.513 0.063  -0.259
N -1.889 -0.091 0.396  0.162
C -0.991 -0.982 0.848  -0.162
C 3.725 -5.632 0.902  -0.720
C 5.052 -5.885 0.633  -0.789
H 7.472 -5.968 -0.687  0.366
H 7.888 -5.412 0.934  0.320
H 7.873 -4.271 -0.413  0.356
H 6.085 -2.735 -0.033  0.316
H 3.732 -2.260 0.458  0.486
H 1.447 -4.934 1.611  0.209
H -0.566 -4.166 1.544  0.301
H -2.813 -3.816 0.673  0.453
H -4.494 -2.147 -0.055  0.462
H -3.813 0.223 -0.326  0.357
H -0.023 -0.606 1.126  0.893
H 3.065 -6.450 1.166  0.347
H 5.417 -6.902 0.693  0.424